[1]
10
Properties=species:S:1:pos:R:3:forces:R:3:nbo_charge:R:1 method="wB97M-V/def2-TZVPD" fmax_ha_per_bohr=0.1751 charge=0 homo_lumo_gap_ha=0.334 spin_multiplicity=1 total_energy_ev=-9779.1111 smiles="O=c1nccco1" de_lowest_kcal_mol=59.4
O -2.098 0.093 -0.054 -7.36 1.71 -0.30 -0.5492
C -0.962 0.195 0.013 0.38 -2.11 -0.35 0.8034
N -0.210 1.239 0.083 5.40 2.91 -0.55 -0.5254
C 1.134 1.105 -0.062 -1.40 2.69 2.27 0.1661
C 1.771 -0.168 -0.071 -8.96 0.37 -0.76 -0.4142
C 0.828 -1.195 0.001 1.63 0.31 0.63 0.3016
O -0.473 -1.085 0.020 3.36 -0.70 0.00 -0.4171
H 1.706 2.161 0.168 -1.17 -2.92 -1.08 0.2217
H 2.701 -0.323 0.003 6.87 -1.15 0.37 0.2186
H 1.003 -2.206 0.243 1.25 -1.12 -0.23 0.1945

[2]
12
Properties=species:S:1:pos:R:3:forces:R:3:nbo_charge:R:1 method="wB97M-V/def2-TZVPD" fmax_ha_per_bohr=0.0256 charge=0 s2=0.756 homo_lumo_gap_ha="0.206 / 0.173" spin_multiplicity=2 total_energy_ev=-20180.8056 de_lowest_kcal_mol=30.9
O -3.150 1.413 -0.660 0.36 -0.64 0.25 -0.9572
O 1.362 -0.047 0.035 0.52 0.11 -0.17 -0.5202
C 0.994 -1.203 0.631 -0.04 -0.80 0.38 0.9760
C 0.437 0.976 -0.030 -0.84 0.92 -0.42 0.0776
O 1.889 -2.037 0.852 0.04 -0.23 0.11 -0.8010
O -0.224 -1.389 0.916 -0.58 -0.12 0.11 -0.9081
C 0.109 1.553 -1.191 0.74 -0.23 -0.22 -0.4289
H 0.078 1.319 0.945 -0.14 -0.24 -0.35 0.1905
H -0.600 2.358 -1.384 0.06 -0.22 0.87 0.2498
H 0.656 1.277 -2.097 -0.21 -0.41 0.27 0.2008
Na 0.542 -3.772 1.919 0.32 1.09 -0.56 0.9751
Na -2.092 -0.448 0.065 -0.22 0.78 -0.27 0.9455

[3]
87
Properties=species:S:1:pos:R:3:forces:R:3:lowdin_charge:R:1 method="wB97M-V/def2-TZVPD" fmax_ha_per_bohr=0.0762 charge=0 homo_lumo_gap_ha=0.274 spin_multiplicity=1 total_energy_ev=-66224.6472 smiles="O=C1C=C(CCCSC(=S)N(c2ccccc2)c2ccccc2)C(=O)O1.CCN(CC)CC.CCN(CC)CC"
O 3.076 5.360 2.911 -0.32 -0.81 1.62 0.1478
C 2.001 4.954 3.253 -0.39 2.00 -2.48 -0.4091
C 0.765 5.243 2.345 -1.68 -2.75 2.22 0.1107
C -0.169 4.321 2.776 0.38 0.93 -0.29 -0.0925
C -1.617 4.036 2.288 0.41 -1.20 -0.31 -0.1318
C -1.948 4.582 0.844 0.28 -0.14 0.32 -0.2384
C -0.942 4.110 -0.276 0.53 1.14 -0.56 -0.5013
S -1.450 2.538 -1.095 0.32 -1.10 0.08 0.8563
C 0.072 1.786 -1.808 0.74 1.52 -0.13 -0.9993
S 1.290 2.861 -2.195 -0.91 -1.03 0.18 0.6855
N 0.154 0.355 -1.965 0.65 1.20 1.52 -0.0836
C 1.439 -0.056 -2.575 3.31 -1.55 -1.30 -0.2434
C 2.518 -0.708 -1.814 0.83 0.09 -2.13 0.0041
C 3.833 -1.102 -2.473 -2.01 1.10 -1.02 -0.0612
C 4.100 -0.844 -3.887 -2.74 0.56 1.90 -0.0844
C 3.006 -0.199 -4.657 0.06 -0.54 2.11 -0.0777
C 1.736 0.157 -4.026 0.72 -0.45 0.87 -0.0523
C -0.130 -0.261 -0.634 -0.49 -1.55 2.52 -0.2396
C 0.458 0.366 0.585 -1.18 -1.93 1.12 -0.0416
C 0.249 -0.196 1.959 -0.90 -0.98 -3.17 -0.0497
C -0.559 -1.424 2.087 0.43 1.13 -1.87 -0.0838
C -1.164 -2.051 0.897 1.36 1.79 -0.93 -0.0675
C -0.962 -1.494 -0.488 1.34 1.46 2.42 0.0173
C 0.468 3.496 3.955 -0.66 1.11 -0.49 -0.3434
O 0.092 2.502 4.487 0.28 0.73 -0.35 0.1658
O 1.651 4.184 4.359 -0.10 -0.42 -1.66 0.1185
H 0.631 5.966 1.510 0.66 -0.66 0.92 0.1414
H -2.387 4.359 3.052 0.98 -0.14 -0.81 0.1363
H -1.716 2.905 2.236 0.12 1.15 0.19 0.1267
H -1.929 5.714 0.874 -0.15 -1.24 -0.20 0.1200
H -2.976 4.229 0.557 0.83 0.57 0.39 0.0920
H 0.112 4.014 0.093 -0.99 -0.06 -0.35 0.0427
H -0.937 4.915 -1.071 0.15 -0.99 0.81 0.0831
H 2.425 -0.965 -0.731 -0.08 0.38 -1.16 0.0867
H 4.614 -1.606 -1.847 -0.94 0.57 -0.58 0.0910
H 5.081 -1.155 -4.314 -1.07 0.44 0.20 0.0936
H 3.198 0.008 -5.740 -0.52 -0.13 1.15 0.0958
H 0.946 0.650 -4.654 0.92 -0.56 0.72 0.1071
H 1.085 1.296 0.546 -0.69 -1.05 -0.38 0.1037
H 0.744 0.325 2.823 -0.74 -0.77 -0.94 0.0931
H -0.694 -1.861 3.106 0.00 0.33 -1.15 0.0959
H -1.765 -2.992 1.003 0.67 1.15 -0.08 0.0943
H -1.420 -1.993 -1.383 0.59 0.65 1.08 0.1091
C -5.181 1.633 0.373 -0.13 -0.02 0.09 -0.0840
C -5.470 1.928 -1.091 0.00 0.00 0.10 -0.2768
N -6.380 0.977 -1.712 -0.01 -0.23 -0.24 -0.1942
C -6.427 1.088 -3.165 0.21 -0.05 -0.09 -0.2501
C -6.971 2.386 -3.763 -0.14 0.05 -0.19 -0.0896
C -7.669 0.802 -1.056 0.04 -0.07 0.29 -0.2486
C -8.551 2.038 -0.872 -0.24 0.01 0.00 -0.0867
H -4.814 0.613 0.506 -0.04 0.03 -0.04 0.0834
H -4.412 2.316 0.743 -0.02 -0.03 -0.04 0.0468
H -6.066 1.770 1.000 0.04 -0.03 0.00 0.0672
H -4.511 1.890 -1.618 -0.16 -0.05 -0.20 0.0927
H -5.836 2.961 -1.180 0.05 0.11 0.03 0.1003
H -6.998 0.246 -3.570 -0.06 0.01 0.18 0.1114
H -5.409 0.943 -3.545 0.03 0.04 0.16 0.1092
H -8.056 2.450 -3.672 0.05 0.07 0.05 0.0541
H -6.742 2.421 -4.832 0.01 -0.01 0.05 0.0708
H -6.529 3.273 -3.307 -0.01 -0.04 0.02 0.0663
H -7.491 0.364 -0.069 0.11 0.06 -0.01 0.1005
H -8.241 0.035 -1.588 0.18 0.08 -0.15 0.1147
H -7.992 2.902 -0.507 0.02 -0.04 -0.03 0.0667
H -9.332 1.824 -0.137 0.04 0.00 -0.02 0.0717
H -9.056 2.316 -1.797 0.07 0.10 0.03 0.0535
C 3.295 -4.066 1.220 -0.03 0.04 0.07 -0.0870
C 4.525 -4.873 0.826 -0.10 0.08 0.07 -0.2729
N 5.774 -4.141 0.975 0.26 0.12 -0.22 -0.1974
C 6.907 -4.798 0.334 -0.03 -0.01 -0.21 -0.2542
C 7.345 -6.158 0.882 0.21 -0.10 0.03 -0.0899
C 6.038 -3.584 2.295 -0.23 0.18 0.10 -0.2492
C 6.072 -4.549 3.483 0.13 0.01 0.20 -0.0863
H 3.247 -3.122 0.671 0.09 -0.01 0.06 0.0649
H 2.389 -4.626 0.979 0.06 -0.02 0.05 0.0740
H 3.275 -3.849 2.291 -0.03 0.03 -0.05 0.0657
H 4.403 -5.148 -0.227 0.26 -0.01 0.02 0.1179
H 4.530 -5.812 1.396 -0.08 -0.08 0.00 0.0987
H 7.767 -4.121 0.345 -0.11 0.06 0.14 0.1109
H 6.665 -4.925 -0.727 -0.15 0.02 0.07 0.1078
H 7.871 -6.062 1.831 -0.09 -0.05 0.00 0.0545
H 8.040 -6.628 0.181 -0.04 0.02 0.01 0.0707
H 6.506 -6.843 1.015 0.01 0.05 0.01 0.0665
H 5.280 -2.822 2.500 -0.07 -0.08 -0.08 0.1005
H 6.979 -3.025 2.268 0.00 -0.15 -0.20 0.1149
H 5.244 -5.260 3.468 0.02 0.02 -0.04 0.0672
H 5.996 -3.982 4.415 -0.01 -0.01 -0.04 0.0722
H 7.008 -5.105 3.526 -0.09 -0.08 -0.01 0.0535

[4]
21
Properties=species:S:1:pos:R:3:forces:R:3:nbo_charge:R:1 method="wB97M-V/def2-TZVPD" fmax_ha_per_bohr=0.0973 charge=+1 homo_lumo_gap_ha=0.245 spin_multiplicity=1 total_energy_ev=-94745.6090 de_lowest_kcal_mol=58.7
C -2.188 0.546 -2.967 -3.57 -0.70 -2.50 -0.4635
C -2.868 0.614 -0.687 -1.06 -1.54 1.39 -0.0234
C 0.826 0.484 2.456 3.43 3.61 0.44 -0.4346
C 0.743 -1.525 1.132 -0.25 0.08 1.87 -0.4355
N -2.016 0.566 -1.573 2.76 1.16 -0.88 -0.4196
N 1.039 -0.063 1.148 -1.15 0.17 -2.61 -0.6747
P 1.313 0.665 -0.338 -0.52 -0.36 2.51 1.1352
Br 1.717 2.723 0.257 -0.15 -0.53 -0.40 -0.0780
I 4.439 -0.807 -0.380 -1.34 1.26 -0.28 -0.1103
H -3.339 0.639 -3.332 2.45 0.32 0.83 0.1835
H -1.521 1.110 -3.639 -0.26 0.68 1.06 0.2295
H -1.968 -0.435 -3.349 0.21 -0.94 0.24 0.2241
H 5.596 -1.784 -0.189 1.44 -1.29 0.27 0.1324
H -2.518 0.519 0.307 0.71 0.43 1.29 0.1395
H -3.921 0.384 -0.648 -0.91 0.60 -1.27 0.1666
H 1.569 1.464 2.603 -2.04 -2.60 -0.27 0.2358
H -0.175 0.834 2.554 -0.85 0.07 0.30 0.2392
H 1.138 -0.244 3.180 -0.17 -0.27 0.45 0.2371
H 0.378 -1.875 0.214 -0.59 -0.23 -1.44 0.2329
H 1.717 -1.925 1.279 0.75 -1.04 0.34 0.2346
H 0.040 -1.893 1.971 1.10 1.11 -1.33 0.2491

| no. | molar mass (g mol⁻¹) |
| --- | --- |
| 1 | 97.07 |
| 2 | 149.03 |
| 3 | 585.88 |
| 4 | 325.94 |